1.
A structure of composition C25H21N3O5PPd. Source: the OMol25 dataset; level of theory: the ωB97M-V functional and the def2-TZVPD basis.

The geometry in XYZ format:
```
56
Properties=species:S:1:pos:R:3:forces:R:3:mulliken_charge:R:1
Pd 0.60310 -1.93973 -0.32825 0.05 -0.29 -0.12 0.125
N 2.69019 -1.90948 -0.29945 -0.03 0.01 0.04 -0.369
C 3.34783 -0.60277 -0.35418 -0.07 0.03 -0.06 0.372
C 4.72907 -0.51537 -0.40656 0.02 0.04 0.02 -0.628
C 5.32114 0.73837 -0.41532 0.02 -0.06 0.00 -0.596
C 4.54111 1.88712 -0.36173 -0.02 0.04 0.00 -0.851
C 3.16207 1.78777 -0.30868 0.00 0.04 -0.01 -0.008
C 2.55730 0.53312 -0.32224 0.02 -0.07 0.02 -0.781
P 0.76536 0.30151 -0.25506 0.07 0.21 -0.02 2.241
C 0.06634 1.10052 -1.71191 -0.01 -0.05 0.01 0.604
C -1.29743 1.39472 -1.75083 -0.01 0.02 0.02 -0.472
C -1.85317 1.95390 -2.88959 0.00 0.01 0.00 -1.029
C -1.05845 2.20557 -4.00055 0.00 0.00 0.00 -0.678
C 0.29456 1.89978 -3.97140 -0.01 0.01 -0.01 -0.755
C 0.85902 1.34816 -2.83130 0.00 0.00 0.00 -0.818
C 0.19116 1.17620 1.20854 -0.07 -0.04 -0.05 0.839
C -0.39759 2.43955 1.12777 0.01 0.03 -0.01 -0.335
C -0.77825 3.09375 2.28830 0.00 0.00 0.02 -0.691
C -0.58296 2.49214 3.52452 0.00 0.00 -0.01 -0.628
C 0.01875 1.24430 3.60737 0.00 0.00 0.01 -0.661
C 0.41587 0.58827 2.45413 0.05 0.00 0.01 -0.755
H 3.10952 -2.52743 -0.98880 -0.01 0.00 -0.02 0.366
H 2.87074 -2.32632 0.61633 0.01 -0.02 0.00 0.437
H 5.33800 -1.41101 -0.42675 0.00 0.00 0.00 0.471
H 6.39896 0.81915 -0.45214 0.00 0.00 -0.01 0.424
H 5.01331 2.85985 -0.36023 -0.01 0.00 0.01 0.446
H 2.55157 2.68170 -0.26170 0.00 -0.01 0.00 0.482
H -1.92288 1.20302 -0.88611 0.01 0.00 0.00 0.819
H -2.90684 2.20057 -2.90901 0.00 0.00 0.00 0.485
H -1.49444 2.64389 -4.88827 0.00 0.00 0.00 0.427
H 0.91480 2.09786 -4.83509 0.00 0.00 0.00 0.445
H 1.91700 1.11935 -2.81576 0.00 0.00 0.00 0.382
H -0.55505 2.92008 0.17161 0.01 -0.01 0.01 0.464
H -1.23094 4.07416 2.22590 -0.01 -0.01 0.00 0.454
H -0.90009 2.99887 4.42624 0.01 0.00 0.00 0.421
H 0.17099 0.76987 4.56706 0.00 0.00 0.00 0.466
H 0.88937 -0.38233 2.52815 -0.02 -0.02 0.00 0.287
C -2.52874 -1.61978 -2.23882 0.00 -0.05 -0.01 -1.436
C -2.47676 -1.71712 -0.75804 -0.03 0.08 0.04 -0.019
N -1.39592 -1.88264 -0.00832 0.06 0.04 -0.14 0.317
C -1.78423 -1.99242 1.31338 0.02 0.04 0.09 0.204
C -3.13810 -1.84889 1.35578 0.04 -0.08 -0.03 0.172
N -3.54328 -1.68660 0.05405 0.01 -0.01 0.01 -0.063
C -4.18624 -1.83533 2.42182 -0.01 0.04 0.00 0.568
O -3.77644 -1.94928 3.65342 -0.01 0.02 0.02 -0.551
O -5.33561 -1.70285 2.07349 -0.01 0.00 -0.01 -0.617
C -0.78819 -2.28898 2.41272 -0.06 -0.04 0.07 0.589
O -1.22844 -2.26132 3.57280 0.01 0.05 -0.03 -0.803
O 0.38923 -2.53158 2.04499 -0.05 -0.07 -0.11 -0.601
H -1.51827 -1.61405 -2.64301 0.01 0.01 0.01 0.221
H -3.03105 -0.70830 -2.55830 -0.02 -0.01 0.00 0.338
H -3.06961 -2.47152 -2.65366 0.02 -0.01 -0.01 0.441
H -4.52094 -1.59788 -0.19165 0.00 0.01 0.01 0.279
H -2.76446 -2.04644 3.70107 0.01 -0.07 0.00 0.419
O 0.44996 -5.15718 -0.57473 -0.08 -0.09 -0.22 -0.108
C 0.48803 -4.04649 -0.69201 0.11 0.27 0.46 0.246
```
Forces are in eV/Å.

As for the max |F|: 0.011 hartree/bohr. The total charge is +1. The value obtained for the gap between HOMO and LUMO is 7.908 eV. The spin multiplicity is 1. The HOMO energy comes out at -11.85 eV.


2.
A cluster of 2 separate species, CH5N3O in total. Source: the OMol25 dataset; level of theory: the ωB97M-V functional and the def2-TZVPD basis.

The geometry in XYZ format:
```
10
Properties=species:S:1:pos:R:3:forces:R:3:mulliken_charge:R:1
C -2.05245 0.31807 -0.01550 2.06 -2.04 1.65 -0.077
N 0.35451 1.01655 -0.55690 -0.95 1.48 -0.15 -0.717
N 0.70048 -0.04567 -0.20269 1.04 -1.32 -0.01 0.667
N 2.02662 -0.37840 0.00977 2.15 0.15 -0.10 -0.736
O -1.76284 -0.84824 -0.26642 -1.47 0.68 -0.72 -0.526
H -2.74005 0.95579 -0.57774 0.09 -0.03 -0.17 0.281
H -1.55118 0.62455 0.94429 -1.08 1.00 -0.65 0.260
H 2.57498 0.44270 0.21987 -0.09 0.21 -0.14 0.289
H 2.27414 -1.14497 0.61249 -0.71 -0.33 0.28 0.229
H 0.17580 -0.94038 -0.16717 -1.05 0.21 0.00 0.332
```
Forces are in eV/Å.

As for the max |F|: 0.065 hartree/bohr. The total charge is 0. The value obtained for the gap between HOMO and LUMO is 9.658 eV. The spin multiplicity is 1. The HOMO energy comes out at -8.60 eV.


3.
A structure of composition C9H17AlCl14F5. Source: the OMol25 dataset; level of theory: the ωB97M-V functional and the def2-TZVPD basis.

The geometry in XYZ format:
```
46
Properties=species:S:1:pos:R:3:forces:R:3:mulliken_charge:R:1
F -1.12265 3.57602 -1.14468 0.03 0.07 -0.09 -0.303
C -0.00007 3.09660 -1.74258 -0.19 -0.22 0.05 0.545
F 0.71277 2.49704 -0.76505 -0.08 0.15 -0.09 -0.231
F -0.41867 2.12394 -2.57295 0.11 0.06 0.07 -0.246
C 0.84540 4.14820 -2.48153 -0.26 0.08 -0.09 0.468
F 0.18694 4.32216 -3.70151 0.15 0.03 0.24 -0.307
F 0.60870 5.33887 -1.79161 0.16 -0.25 -0.09 -0.302
Al 2.87350 3.61819 -2.58885 0.39 0.19 0.11 0.099
H 3.51136 4.20148 -1.21748 -0.10 -0.04 -0.01 -0.263
H 3.56282 4.30418 -3.87769 -0.16 0.00 -0.06 -0.272
H 2.94279 2.00407 -2.61636 -0.15 -0.05 -0.09 -0.162
C -1.15550 0.12508 -0.09033 0.11 0.08 -0.03 0.399
Cl -0.99945 -0.35132 1.60331 -0.03 -0.06 -0.01 -0.148
Cl -2.16559 -1.00750 -1.01218 -0.04 -0.01 0.05 -0.141
H -1.61320 1.10457 -0.12806 -0.02 0.02 -0.02 0.150
H -0.16891 0.13525 -0.53716 0.02 0.00 -0.03 -0.249
C -0.57724 -4.14493 1.48677 -0.07 0.00 -0.04 0.861
Cl -0.43783 -5.36354 2.76281 -0.03 0.01 0.01 -0.184
Cl 0.45912 -4.53385 0.10297 -0.01 0.05 -0.08 -0.195
H -1.60623 -4.11531 1.14581 0.07 -0.03 0.01 -0.159
H -0.26552 -3.18840 1.88176 0.04 0.06 0.05 -0.366
C 1.81415 -1.17201 4.93489 0.02 0.07 0.00 -0.416
Cl 1.10516 0.28065 4.22712 0.03 -0.03 0.07 -0.079
Cl 1.23946 -2.65979 4.16444 -0.06 -0.01 0.14 -0.071
H 2.89006 -1.11364 4.81676 -0.02 -0.05 -0.06 0.254
H 1.53695 -1.21778 5.98119 -0.01 0.02 -0.01 0.338
C -1.61453 4.79413 1.93237 -0.01 -0.01 -0.16 -0.280
Cl -0.23931 3.69957 1.96436 0.03 -0.03 0.18 -0.092
Cl -1.68115 5.86153 3.35024 0.00 0.00 0.02 -0.196
H -1.53157 5.41125 1.04539 0.02 0.01 0.01 0.265
H -2.52468 4.20701 1.91629 0.00 0.00 0.02 0.279
C 0.08179 -1.96113 -3.48161 -0.04 0.03 0.01 -0.036
Cl 1.12471 -0.57570 -3.18273 0.02 -0.07 -0.04 -0.019
Cl 0.51951 -2.84764 -4.96051 0.02 -0.01 0.00 -0.206
H 0.16153 -2.64765 -2.64873 0.01 -0.05 0.04 0.056
H -0.93685 -1.61193 -3.59220 0.01 0.01 -0.04 0.201
C -5.02748 -3.62528 -0.28553 -0.01 0.12 0.01 -0.237
Cl -5.50041 -4.37970 1.24337 0.01 -0.01 0.00 -0.164
Cl -3.47103 -4.21335 -0.87347 0.00 -0.15 -0.07 -0.134
H -5.78194 -3.85619 -1.02732 0.01 -0.02 0.00 0.324
H -4.94177 -2.55632 -0.12698 0.01 -0.01 0.02 0.199
C 3.53043 -1.64839 0.27667 -0.04 0.04 -0.03 -0.113
Cl 3.03498 -0.03454 -0.20859 0.00 0.02 0.06 -0.011
Cl 3.84375 -1.77529 2.02696 0.08 -0.02 -0.09 -0.157
H 2.74468 -2.35427 0.03078 -0.02 0.02 0.05 -0.035
H 4.45100 -1.89434 -0.23854 0.01 0.00 0.03 0.333
```
Forces are in eV/Å.

As for the max |F|: 0.009 hartree/bohr. The total charge is -1. The value obtained for the gap between HOMO and LUMO is 7.787 eV. The spin multiplicity is 1. The HOMO energy comes out at -5.83 eV.


4.
A cluster of 2 separate species, C5H9N2 in total. Source: the OMol25 dataset; level of theory: the ωB97M-V functional and the def2-TZVPD basis.

The geometry in XYZ format:
```
16
Properties=species:S:1:pos:R:3:forces:R:3:mulliken_charge:R:1
C -0.56589 -1.64402 1.87084 0.54 -0.24 -1.68 0.242
C -0.17278 -1.51949 0.72848 0.38 0.26 1.54 -0.196
C -0.46614 1.64342 0.54073 -0.89 0.00 -0.17 0.402
C 1.49037 -1.58714 -1.20366 -3.19 -1.93 -3.84 -0.797
C 0.17040 -1.45600 -0.61122 0.94 1.13 2.16 -0.338
N -0.57737 3.01507 0.66328 -0.26 -1.53 0.67 -0.421
N -0.36740 1.08739 -0.59522 0.62 -2.92 0.72 -0.452
H -0.94477 -1.94289 2.80205 -0.25 0.09 0.86 0.419
H -0.57661 0.91640 1.44054 0.50 1.66 -1.18 -0.022
H 1.32699 -1.40359 -2.36956 0.91 0.07 2.53 0.308
H 2.13196 -0.97025 -0.67601 2.08 0.49 0.68 0.357
H 1.55544 -2.75003 -1.21315 0.70 1.63 0.46 0.334
H -0.70126 -1.63524 -1.09264 -2.40 -0.40 -2.54 0.457
H -1.13263 3.32616 1.45808 0.32 0.23 -0.40 0.279
H -0.78838 3.40259 -0.24744 -0.07 0.59 0.41 0.239
H -0.38194 1.51761 -1.49508 0.07 0.88 -0.23 0.190
```
Forces are in eV/Å.

As for the max |F|: 0.104 hartree/bohr. The total charge is +1. The value obtained for the gap between HOMO and LUMO (spin up / spin down) is 7.750 / 7.751 eV. The spin multiplicity is 1. The HOMO energy (spin up / spin down) comes out at -13.87 / -13.87 eV.